No. 1
Here is C28H50N2O5PSZn as an isolated structure from the OMol25 dataset. Energies are from ωB97M-V/def2-TZVPD.

```
88
Properties=species:S:1:pos:R:3:forces:R:3
Zn -0.476 -0.419 0.966 -0.2580 0.0588 0.0764
O 2.097 -1.760 3.299 0.0609 -0.0426 0.0372
C 1.500 -1.830 2.229 -0.1076 0.0559 -0.0544
O 1.386 -0.854 1.395 0.0759 0.0374 -0.0503
C 0.824 -3.142 1.820 0.0066 -0.0478 0.0255
C 0.563 -3.216 0.311 -0.0089 0.0260 -0.0124
C 0.201 -4.647 -0.097 0.0049 -0.0077 -0.0066
C -1.257 -4.758 0.416 -0.0096 -0.0164 -0.0098
C -1.443 -3.396 1.082 0.0196 0.0208 -0.0037
O -0.707 -2.530 0.186 0.0124 -0.0272 0.0165
C -0.630 -3.313 2.386 -0.0516 0.0046 0.0029
C -1.169 -2.168 3.261 0.1425 0.0008 0.0083
O -1.502 -2.421 4.411 -0.0460 -0.0236 0.0034
O -1.272 -1.025 2.683 0.0246 -0.0402 -0.0288
H 1.457 -3.957 2.168 0.0042 0.0037 -0.0016
H 1.292 -2.702 -0.308 0.0080 -0.0177 0.0009
H 0.254 -4.772 -1.178 -0.0032 0.0123 -0.0020
H 0.872 -5.373 0.361 -0.0006 0.0018 0.0029
H -1.956 -4.876 -0.412 -0.0038 -0.0049 0.0043
H -1.408 -5.578 1.118 0.0014 0.0037 0.0014
H -2.465 -3.035 1.162 -0.0075 -0.0135 0.0018
H -0.713 -4.229 2.967 -0.0130 0.0036 -0.0062
C -4.127 3.131 0.119 -0.0075 0.0065 0.0155
C -2.839 3.142 -0.715 0.0651 0.0563 -0.0027
C -3.191 3.086 -2.206 0.0010 -0.0163 -0.0004
C -2.051 4.426 -0.419 0.0430 0.0020 -0.0061
C -2.015 1.984 -0.332 -0.0819 -0.0387 0.0159
C -1.364 1.045 0.074 0.0660 -0.0955 -0.0616
H -4.751 3.990 -0.143 -0.0004 0.0023 -0.0014
H -3.889 3.177 1.181 0.0072 -0.0059 0.0018
H -4.693 2.217 -0.063 -0.0015 -0.0042 -0.0033
H -3.795 3.955 -2.482 -0.0022 0.0038 -0.0019
H -3.760 2.183 -2.437 0.0166 -0.0106 0.0060
H -2.287 3.088 -2.819 0.0033 0.0063 0.0019
H -2.663 5.304 -0.642 0.0021 0.0109 0.0052
H -1.147 4.468 -1.030 -0.0098 0.0020 -0.0064
H -1.749 4.454 0.629 -0.0299 -0.0016 0.0047
C 0.425 -2.927 -4.013 -0.0097 -0.0123 0.0037
C 1.264 -1.669 -3.791 0.0243 0.0356 -0.0242
C 2.672 -2.060 -3.344 0.0148 -0.0153 0.0063
P 0.470 -0.565 -2.511 0.0366 -0.0554 0.0581
C -1.080 0.008 -3.361 -0.0065 0.0193 -0.0088
C -0.992 0.230 -4.868 -0.0091 0.0004 -0.0201
C -2.272 -0.872 -2.982 -0.0198 0.0037 0.0205
C 1.612 0.919 -2.628 0.0101 0.0142 -0.0244
C 0.905 2.274 -2.600 -0.0137 -0.0157 0.0212
C 2.578 0.849 -1.442 -0.0058 -0.0069 0.0353
H 0.981 -3.658 -4.607 -0.0032 0.0021 -0.0052
H -0.506 -2.713 -4.536 -0.0217 0.0027 0.0104
H 0.167 -3.394 -3.058 0.0124 -0.0058 0.0092
H 1.344 -1.122 -4.737 0.0009 -0.0053 0.0026
H 2.648 -2.564 -2.374 -0.0063 0.0042 0.0026
H 3.333 -1.198 -3.254 -0.0065 -0.0075 -0.0178
H 3.119 -2.750 -4.066 0.0036 -0.0023 -0.0037
H -1.257 0.967 -2.871 -0.0181 0.0409 0.0071
H -0.915 -0.717 -5.410 -0.0006 0.0220 0.0140
H -0.129 0.837 -5.147 0.0194 0.0276 0.0124
H -1.890 0.738 -5.232 -0.0001 -0.0023 0.0107
H -2.187 -1.884 -3.382 0.0250 -0.0393 -0.0118
H -3.197 -0.440 -3.376 0.0015 0.0067 0.0022
H -2.364 -0.939 -1.897 0.0047 -0.0002 -0.0023
H 2.178 0.838 -3.564 -0.0024 -0.0008 -0.0106
H 0.276 2.360 -1.711 0.0010 -0.0080 -0.0047
H 0.280 2.445 -3.477 -0.0079 -0.0082 -0.0420
H 1.651 3.073 -2.564 0.0087 -0.0017 -0.0052
H 2.023 0.961 -0.508 -0.0063 0.0015 0.0017
H 3.322 1.650 -1.502 0.0011 -0.0034 -0.0094
H 3.104 -0.104 -1.376 0.0007 0.0143 0.0024
C 3.797 2.458 3.227 0.0208 -0.0135 0.0124
C 2.874 1.718 2.266 0.0029 -0.0075 -0.0150
N 1.502 2.204 2.319 0.0262 0.0334 -0.0599
C 0.677 2.026 3.392 0.0100 -0.0771 0.0196
S -0.506 3.179 3.729 -0.0334 0.0308 -0.0132
N 0.878 0.915 4.107 -0.0722 0.0678 -0.0166
C 0.016 0.500 5.207 0.0084 -0.0145 -0.0340
C 0.435 1.120 6.531 0.0105 -0.0004 0.0067
H 4.814 2.064 3.157 0.0056 0.0018 0.0044
H 3.455 2.335 4.256 -0.0069 -0.0005 -0.0015
H 3.825 3.526 3.004 -0.0050 0.0032 -0.0055
H 2.891 0.646 2.450 -0.0052 0.0240 0.0084
H 3.214 1.837 1.236 0.0081 0.0373 0.0085
H 1.306 3.072 1.846 0.0435 0.0013 0.0384
H 1.464 0.186 3.713 0.0408 -0.0188 0.0271
H 0.067 -0.586 5.252 0.0030 -0.0016 -0.0001
H -1.012 0.759 4.958 0.0017 0.0179 0.0169
H 1.457 0.831 6.787 -0.0001 0.0007 0.0016
H -0.227 0.777 7.329 -0.0044 0.0007 0.0067
H 0.379 2.207 6.478 -0.0037 0.0043 -0.0078
```
Forces are in eV/Å.

Net charge   -1
ΔE to the lowest compared entry with this formula, charge and spin   0.0 kcal/mol

***

No. 2
Here is a 5-piece molecular cluster, C28H51Br4F10N3O6S4 overall from the OMol25 dataset. Energies are from ωB97M-V/def2-TZVPD.

```
106
Properties=species:S:1:pos:R:3:forces:R:3
C 5.673 4.459 1.621 0.9521 -0.9599 0.0104
N 5.268 3.030 1.554 -0.0257 0.8439 -0.1297
C 5.867 2.414 0.362 -0.8316 1.0679 0.9010
C 4.921 1.471 -0.465 2.0926 -1.1787 -0.4061
Br 5.100 2.190 -2.358 -0.4099 0.3319 0.2874
O 3.648 1.216 -0.026 -0.0690 0.5896 -0.9292
C 2.511 2.108 0.037 0.4289 -0.3501 2.5715
C 2.708 3.605 -0.300 -0.2802 0.5660 -0.7503
C 1.909 4.279 -1.423 0.2070 -0.6973 -1.0956
C 1.953 3.861 -2.886 0.1278 -0.1273 0.0218
N 1.232 5.287 -1.123 -0.7415 1.1242 0.8976
C 2.123 2.002 1.577 0.5752 -0.3715 -0.6829
Br 3.198 0.888 2.739 -0.2379 0.3080 -0.4157
C 1.108 2.560 2.202 -0.6395 0.3410 0.5847
C 0.811 2.349 3.660 -1.0020 0.3888 -0.1481
Br -0.116 3.738 1.350 0.1707 -0.0201 0.1893
C 1.449 1.334 -0.795 1.0385 -0.2236 -0.6900
F 2.028 1.158 -1.996 0.3921 -0.2874 -0.5485
F 0.323 2.002 -1.077 -0.5553 0.4548 0.5435
C 1.015 -0.094 -0.320 -1.0654 -0.3723 -0.4838
F 1.776 -0.673 0.591 0.5780 0.4020 0.7250
F 1.074 -0.917 -1.387 -0.0798 -0.1926 -0.6466
C -0.484 -0.235 0.149 0.9176 -0.9184 0.0920
F -0.880 0.724 0.953 -0.4554 1.3930 0.0312
F -0.499 -1.331 0.924 0.0211 -0.8893 0.2945
C -1.513 -0.566 -0.984 -0.4928 0.6726 1.5518
F -2.718 -0.262 -0.509 -0.6418 0.6569 0.3669
F -1.533 -1.849 -1.179 0.4149 -1.5983 -0.8075
F -1.358 0.075 -2.100 0.5495 0.6768 -1.2311
C 5.673 0.038 -0.566 -1.4194 -0.6735 -0.6082
C 5.162 -1.060 0.389 0.5217 -0.3031 0.9698
C 5.721 -1.158 1.846 -0.0657 0.0437 -0.3533
C 6.722 -0.119 2.314 -0.3464 -0.5327 0.6939
F 7.410 -0.667 3.403 0.1354 -0.0086 0.1497
N 5.650 -0.500 -1.949 0.1165 -0.0222 0.2129
Br 4.069 -1.378 -2.408 -0.0401 -0.1082 -0.0945
C 6.846 -1.271 -2.252 1.0428 0.2907 -0.2711
C 7.942 -0.309 -2.736 -0.6935 0.6910 0.6291
O 7.846 -0.089 -4.132 0.2535 -0.0494 0.1646
H 5.495 4.843 2.623 -0.3978 0.1770 -0.1221
H 6.767 4.494 1.476 -0.0273 0.3303 0.0255
H 5.222 5.050 0.834 -0.2879 0.0665 0.2191
H 5.646 2.644 2.409 -0.2274 -0.4967 -0.1830
H 6.813 1.949 0.643 -0.1382 -0.4646 -0.3067
H 6.149 3.254 -0.263 -0.0016 -0.0871 -0.3017
H 3.729 3.900 -0.520 0.3787 -0.6679 -0.0663
H 2.502 4.191 0.585 -0.2153 0.0002 0.1490
H 1.283 3.025 -3.058 0.2211 -0.2152 -0.0872
H 1.588 4.659 -3.531 -0.0630 0.2775 0.2409
H 2.953 3.633 -3.238 0.0563 -0.3525 0.0998
H 0.781 5.662 -1.955 0.0764 0.1306 0.0042
H 0.769 1.294 3.901 0.3425 -0.1361 0.1273
H -0.185 2.733 3.870 0.0066 0.1433 0.0427
H 1.510 2.892 4.291 0.2102 -0.1894 0.0587
H 6.736 0.157 -0.393 0.0532 0.5255 0.0762
H 4.081 -1.110 0.441 -0.0179 0.3428 -0.1651
H 5.460 -2.006 -0.060 0.0118 0.0398 -0.2749
H 4.876 -1.175 2.527 0.0341 0.1503 0.1726
H 6.200 -2.124 2.002 0.1706 -0.0520 -0.2748
H 6.190 0.736 2.725 0.1961 0.3236 -0.3120
H 7.492 0.146 1.595 -0.0962 0.1095 -0.1881
H 7.261 -1.798 -1.382 -0.3173 -0.2559 0.0300
H 6.687 -1.974 -3.062 -0.2978 -0.1770 0.0623
H 8.934 -0.614 -2.389 0.0552 -0.3040 -0.4060
H 7.727 0.645 -2.239 0.2066 0.0077 0.1167
H 8.023 0.849 -4.261 -0.0773 -0.1464 -0.2651
C -5.100 -1.730 0.124 -0.0456 -0.1511 0.0496
S -6.884 -1.509 0.179 0.0051 0.0154 -0.0608
O -7.314 -1.730 1.586 0.0315 -0.0574 -0.0221
C -7.291 -2.996 -0.744 0.0284 -0.0766 -0.0135
H -4.642 -0.920 0.684 -0.1035 0.0339 0.0330
H -4.833 -2.685 0.578 -0.0759 -0.0079 0.0165
H -4.762 -1.694 -0.910 -0.0469 0.0226 -0.0113
H -6.886 -3.872 -0.237 -0.0121 0.0296 0.0480
H -6.885 -2.923 -1.753 -0.0167 0.0338 0.0009
H -8.374 -3.081 -0.797 0.0115 0.0085 0.0088
C -11.674 -4.040 -1.189 -0.0414 0.0892 -0.0893
S -10.803 -5.540 -0.713 -0.0473 -0.0547 0.1391
O -9.565 -5.617 -1.540 -0.0490 0.0471 -0.0664
C -11.996 -6.679 -1.426 -0.1226 0.0136 -0.1853
H -11.076 -3.186 -0.873 0.0252 -0.0451 0.0452
H -11.803 -4.016 -2.271 0.0436 -0.0571 0.0011
H -12.642 -4.010 -0.690 0.0273 -0.0240 0.0382
H -12.102 -6.479 -2.493 0.0733 0.0608 0.0121
H -12.954 -6.563 -0.918 0.0510 -0.0173 0.0829
H -11.629 -7.691 -1.278 0.0411 0.0300 0.0336
C -9.477 -8.422 1.862 0.0939 0.0373 0.0763
S -11.055 -8.903 1.149 0.1137 -0.0530 0.0400
O -12.091 -7.997 1.713 -0.0107 -0.0301 -0.0051
C -11.188 -10.474 2.014 -0.0107 -0.0928 0.0934
H -9.221 -7.435 1.481 -0.0648 -0.0112 -0.0506
H -9.560 -8.386 2.949 -0.0759 -0.0046 -0.0123
H -8.711 -9.138 1.563 -0.0270 -0.0015 -0.0399
H -11.163 -10.305 3.091 -0.0030 0.0704 -0.0181
H -10.368 -11.126 1.712 0.0008 0.0275 -0.0330
H -12.136 -10.932 1.740 -0.0041 0.0598 -0.0417
C 3.108 9.000 0.084 -0.0558 0.0824 0.0930
S 4.162 7.796 -0.731 -0.1324 0.0889 -0.2089
O 4.073 6.539 0.056 0.0632 0.1087 0.0136
C 5.724 8.581 -0.308 0.0863 0.0415 0.1058
H 2.077 8.672 -0.026 0.0383 -0.0849 -0.0387
H 3.364 9.057 1.142 0.0380 -0.0575 -0.0135
H 3.235 9.974 -0.391 0.0152 -0.0255 -0.0312
H 5.813 8.667 0.775 -0.0541 -0.0320 0.0006
H 5.773 9.567 -0.772 -0.0272 -0.0194 -0.0262
H 6.530 7.959 -0.692 -0.0578 -0.0356 -0.0320
```
Forces are in eV/Å.

***

no.,frontier orbital gap (eV),HOMO energy (eV)
1,7.384,-4.9
2,8.760,-8.4